(1)
Molecular formula: C4H11NOS
Method: DFT, wB97M-V/def2-TZVPD

CARTESIAN COORDINATES (ANGSTROEM)
1 C -2.5715 -1.8242 -1.8236
2 C -1.2160 -1.2328 -1.4967
3 S -1.1730 -0.5546 0.1747
4 H -3.3564 -1.0851 -1.6947
5 H -2.8120 -2.6781 -1.2009
6 H -2.5788 -2.1503 -2.8647
7 H -0.9681 -0.4037 -2.1567
8 H -0.3966 -1.9608 -1.5607
9 O 0.4095 1.9784 0.8693
10 C 0.4612 0.7802 1.1361
11 C 1.8078 0.0740 0.7153
12 N 2.7354 1.2066 0.3825
13 H 0.0043 0.4867 2.0913
14 H 2.2264 -0.5610 1.4963
15 H 1.6874 -0.4899 -0.2010
16 H 3.1813 1.0852 -0.5185
17 H 1.9786 2.0040 0.3860
18 H 3.4453 1.3597 1.0914

Cartesian forces, eV/Å:
-0.047 -0.058 -0.291
0.120 0.067 0.397
-0.670 -0.386 -0.226
-0.061 0.093 -0.019
0.059 -0.122 0.134
-0.020 -0.009 0.020
0.116 0.103 -0.171
-0.099 0.074 -0.052
0.033 0.180 -0.741
1.441 0.524 1.395
-0.168 -0.095 -0.142
-1.089 0.243 0.292
-0.142 -0.585 -0.373
-0.117 0.104 -0.063
-0.083 -0.220 0.065
0.059 0.159 -0.127
0.628 -0.219 -0.174
0.040 0.145 0.075

Its spin multiplicity is 2. The energy relative to the best compared isomer or geometry (same formula, charge and spin) comes out at 84.2 kJ/mol. The HOMO-LUMO gap (spin up / spin down) is 10.1 / 6.9 eV. As for the energy: -686.8525 Ha. As for the strongest force on any atom: 0.0403 Eh/bohr. The LUMO energy (spin up / spin down) comes out at -3.453 / -6.292 eV. Its net charge is +1. For the highest occupied orbital energy (spin up / spin down), the calculation gives -13.6 / -13.2 eV.



(2)
Molecular formula: C28H29N3RuSi
Method: DFT, wB97M-V/def2-TZVPD

CARTESIAN COORDINATES (ANGSTROEM)
1 C -1.3571 -0.6770 -1.5038
2 C 0.0079 -0.9604 -1.7883
3 C 0.3533 -2.2023 -1.1763
4 H 0.6884 -0.4082 -2.4492
5 C -0.8063 -2.7030 -0.5206
6 C -1.8628 -1.7399 -0.7138
7 H -2.8941 -1.8313 -0.3025
8 H -1.9036 0.2129 -1.7862
9 H 1.3135 -2.7206 -1.2654
10 H -0.8496 -3.6227 0.0879
11 Ru -0.0677 -0.7648 0.3654
12 C 1.6654 -0.0466 0.9777
13 H 1.6665 -1.1360 1.1800
14 H 1.5146 0.6319 1.8593
15 H 2.6806 0.2405 0.6841
16 Si 1.5558 2.1380 -0.5806
17 C 0.4834 3.0506 -1.7663
18 C -0.0735 2.4354 -2.8920
19 H 0.1431 1.4067 -3.1277
20 C -0.7757 3.1962 -3.8020
21 H -1.1812 2.7570 -4.7079
22 C -0.9414 4.5478 -3.5793
23 H -1.5803 5.1154 -4.2524
24 C -0.3882 5.1537 -2.4653
25 H -0.5412 6.2235 -2.3608
26 C 0.3260 4.4167 -1.5306
27 H 0.8422 4.8725 -0.6801
28 C 2.6748 1.1483 -1.7231
29 C 3.1909 1.9599 -2.7545
30 H 2.9913 3.0332 -2.7314
31 C 4.0574 1.4482 -3.7120
32 H 4.3951 2.1241 -4.4959
33 C 4.4983 0.1270 -3.6364
34 H 5.1514 -0.2808 -4.4100
35 C 3.9793 -0.6749 -2.6344
36 H 4.2201 -1.7267 -2.5543
37 C 3.0825 -0.1990 -1.6997
38 H 2.7939 -0.8980 -0.9225
39 H 0.2807 1.1501 -0.0879
40 H 2.0288 3.3111 0.1445
41 N -2.3889 -0.4063 2.7029
42 C -2.9510 -1.6536 2.4013
43 C -4.3343 -1.7269 2.1816
44 C -4.9057 -2.9873 1.9865
45 C -4.0500 -4.1028 1.9524
46 C -2.6727 -3.9048 2.1042
47 N -2.1383 -2.6856 2.3110
48 C -1.1110 -0.3922 3.2744
49 C -0.9136 0.1504 4.5520
50 C 0.2467 -0.2580 5.2250
51 C 1.0936 -1.1822 4.6126
52 C 0.8864 -1.5531 3.2996
53 N -0.1400 -1.0112 2.6044
54 H -3.0176 0.2923 3.0441
55 H -4.8876 -0.7972 2.2290
56 H -5.9713 -3.0996 1.8762
57 H -4.4116 -5.1191 1.8180
58 H -1.9712 -4.7366 2.0725
59 H -1.7054 0.7748 4.9731
60 H 0.4631 0.1257 6.2201
61 H 1.9486 -1.6142 5.1123
62 H 1.5695 -2.2209 2.7612

Cartesian forces, eV/Å:
-0.417 -0.250 -0.341
0.385 -0.100 -0.859
-0.140 -1.408 -0.970
-0.442 -0.290 0.600
-0.008 -0.475 -0.307
-0.685 -0.358 0.681
1.074 0.139 -0.434
-0.002 -0.172 -0.095
-0.476 0.296 0.039
-0.065 0.753 -0.543
-0.425 0.945 1.813
1.882 1.523 2.195
0.869 -0.079 0.440
-0.133 -0.979 -0.322
-0.360 -0.298 -0.849
-0.969 -2.020 -0.460
0.670 0.913 1.105
-0.738 0.128 -2.076
-0.133 -0.189 0.171
-0.063 -0.907 -0.565
0.019 -0.035 0.164
-1.256 -0.737 -1.363
0.293 0.050 0.041
1.002 1.203 2.199
0.161 -0.069 0.188
-0.310 0.788 -0.753
-0.462 0.027 -0.346
0.449 0.278 0.122
0.087 -0.159 0.425
-0.057 -0.174 -0.272
0.312 0.181 -0.220
0.111 -0.288 0.122
-0.498 0.474 -0.684
-0.067 0.154 0.378
-0.146 -0.565 0.127
0.340 0.021 -0.187
0.144 0.590 0.211
-0.189 0.273 -0.229
0.781 1.319 -0.091
0.444 -0.329 0.781
1.158 0.476 -0.446
-0.769 -0.456 -0.453
0.141 -0.489 0.206
1.046 0.314 0.074
0.515 0.026 0.053
-0.945 0.692 0.010
-0.216 -0.917 0.198
-0.505 0.267 0.569
0.669 -0.668 0.001
-0.695 0.625 -0.294
0.334 -0.491 -0.205
-0.243 0.964 0.190
-0.420 -0.835 -0.382
-0.312 0.138 0.179
-0.344 -0.205 -0.036
-0.128 -0.008 -0.066
-0.114 0.283 0.001
-0.155 0.103 -0.006
0.438 -0.261 0.127
-0.056 -0.189 -0.176
-0.069 0.105 0.250
-0.314 0.350 0.370

Its spin multiplicity is 5. The energy relative to the best compared isomer or geometry (same formula, charge and spin) comes out at 335.0 kJ/mol. The HOMO-LUMO gap (spin up / spin down) is 6.8 / 2.9 eV. As for the energy: -1632.2028 Ha. As for the strongest force on any atom: 0.0635 Eh/bohr. The LUMO energy (spin up / spin down) comes out at -5.970 / -10.405 eV. Its net charge is +2. For the highest occupied orbital energy (spin up / spin down), the calculation gives -12.7 / -13.3 eV.



(3)
Molecular formula: C52H44Cl12N8O16
Method: DFT, wB97M-V/def2-TZVPD

CARTESIAN COORDINATES (ANGSTROEM)
1 O -19.5715 -5.0458 -3.9688
2 N -20.4238 -4.2120 -4.1140
3 O -20.7351 -3.4527 -3.2376
4 C -20.9747 -4.0125 -5.5203
5 C -21.7114 -2.8368 -5.7005
6 C -22.2695 -2.5547 -6.9355
7 C -21.8302 -3.4562 -7.9301
8 C -21.0542 -4.5531 -7.7408
9 C -20.5931 -4.9218 -6.4874
10 H -21.9054 -2.1743 -4.8519
11 H -22.9377 -1.7560 -7.0816
12 H -22.1278 -3.1935 -8.9568
13 H -20.7529 -5.1176 -8.6203
14 H -19.9324 -5.7425 -6.2727
15 O -19.6962 -1.1546 -2.0608
16 N -19.8904 -0.1430 -1.4241
17 O -19.4704 1.0200 -1.6844
18 C -20.5895 -0.3094 -0.1507
19 C -20.7596 0.8028 0.6731
20 C -21.4435 0.8000 1.8500
21 C -22.0646 -0.4372 2.1747
22 C -21.9171 -1.5622 1.4037
23 C -21.1904 -1.5392 0.2297
24 H -20.1770 1.6605 0.4525
25 H -21.5345 1.6713 2.5124
26 H -22.5696 -0.4216 3.1575
27 H -22.5480 -2.4158 1.6609
28 H -21.1935 -2.4292 -0.4318
29 O -30.3531 0.4816 -0.8264
30 N -30.1000 -0.2549 -1.7833
31 O -29.4412 -1.3031 -1.7148
32 C -30.7208 0.0350 -3.0907
33 C -31.3538 1.2511 -3.1598
34 C -31.9606 1.5688 -4.3480
35 C -31.9551 0.6446 -5.3838
36 C -31.4358 -0.6229 -5.2437
37 C -30.8184 -0.9460 -4.0720
38 H -31.3404 1.9660 -2.3446
39 H -32.5729 2.4553 -4.3891
40 H -32.4933 0.9455 -6.2726
41 H -31.4059 -1.4172 -6.0801
42 H -30.3052 -1.8704 -3.8102
43 O -24.6670 -1.3815 3.9449
44 N -25.6425 -1.2716 3.2546
45 O -25.5802 -0.7475 2.1850
46 C -26.8970 -1.9293 3.7464
47 C -26.8115 -2.6595 4.8997
48 C -27.9895 -3.1845 5.3988
49 C -29.2169 -2.8823 4.7224
50 C -29.2628 -2.1294 3.5429
51 C -28.0863 -1.6583 3.0668
52 H -25.8306 -2.7478 5.3429
53 H -27.9485 -3.7781 6.3473
54 H -30.1552 -3.2585 5.2479
55 H -30.1948 -1.9493 2.9717
56 H -28.1033 -1.2348 2.0823
57 O -26.8435 -1.0416 -5.3241
58 N -25.7364 -0.7447 -4.8894
59 O -24.7107 -0.8779 -5.5122
60 C -25.5963 -0.1013 -3.5189
61 C -24.3241 -0.1608 -3.0222
62 C -24.1824 0.2312 -1.6454
63 C -25.2426 0.6873 -0.9253
64 C -26.4923 0.6911 -1.5422
65 C -26.7142 0.2296 -2.8310
66 H -23.5165 -0.6005 -3.6450
67 H -23.2168 0.2193 -1.1520
68 H -25.0492 1.0813 0.0636
69 H -27.3086 0.9526 -0.8894
70 H -27.6364 0.2268 -3.3339
71 O -24.9808 5.1240 -5.4343
72 N -24.0270 4.3949 -5.3326
73 O -23.5629 3.8033 -6.2732
74 C -23.4025 4.2121 -4.0187
75 C -22.5027 3.1462 -3.8985
76 C -22.0029 2.8707 -2.6235
77 C -22.3521 3.7351 -1.5429
78 C -23.2431 4.7845 -1.7697
79 C -23.8396 5.0575 -3.0043
80 H -22.3521 2.5988 -4.8150
81 H -21.3070 2.0271 -2.4822
82 H -22.1878 3.5515 -0.5210
83 H -23.5697 5.3118 -0.8374
84 H -24.6226 5.7777 -3.0520
85 O -24.0056 2.9813 2.5857
86 N -25.0557 3.0547 1.9294
87 O -25.1045 3.2246 0.7643
88 C -26.3587 2.7298 2.6416
89 C -27.5222 3.2309 2.0940
90 C -28.6698 2.9376 2.7799
91 C -28.6334 2.2508 3.9538
92 C -27.4268 1.8090 4.4785
93 C -26.2342 2.0232 3.8056
94 H -27.4196 3.6445 1.0888
95 H -29.6881 3.1629 2.3515
96 H -29.5453 1.9035 4.4124
97 H -27.4155 1.2633 5.3905
98 H -25.2827 1.7580 4.1896
99 O -28.6035 -5.6026 2.6322
100 N -27.4623 -5.3185 2.5493
101 O -26.6246 -5.5055 3.4138
102 C -26.9886 -4.7318 1.3137
103 C -27.9102 -4.3145 0.3331
104 C -27.4808 -3.6712 -0.7864
105 C -26.1452 -3.4146 -0.9649
106 C -25.1815 -3.8640 -0.0527
107 C -25.5997 -4.5339 1.0698
108 H -28.9725 -4.5787 0.4063
109 H -28.2582 -3.2208 -1.3946
110 H -25.7597 -2.8324 -1.8316
111 H -24.1426 -3.8088 -0.2233
112 H -24.9621 -4.8774 1.8617
113 Cl -27.4667 3.6853 -8.5176
114 C -26.2785 2.6943 -7.6269
115 Cl -25.8332 1.2440 -8.5714
116 Cl -26.6954 2.3466 -5.9932
117 H -25.4384 3.3732 -7.6600
118 Cl -28.2125 -4.7352 -7.7539
119 C -27.3472 -3.3273 -8.3556
120 Cl -28.4933 -2.4212 -9.3053
121 Cl -25.9521 -3.8482 -9.4463
122 H -27.0449 -2.7162 -7.4976
123 Cl -26.3082 -4.4963 -4.4664
124 C -24.5970 -4.4043 -4.6867
125 Cl -24.0550 -5.3373 -6.1342
126 Cl -23.5719 -4.9571 -3.2369
127 H -24.4356 -3.3765 -4.9068
128 Cl -27.3235 4.3840 -3.0236
129 C -28.7242 4.6701 -4.0455
130 Cl -28.5976 6.2962 -4.7459
131 Cl -30.2516 4.5972 -3.2117
132 H -28.6628 3.9429 -4.8556

Cartesian forces, eV/Å:
0.486 -1.337 -0.253
0.506 0.645 -1.070
-1.009 0.692 0.453
0.541 0.337 1.702
-0.726 0.053 0.536
2.159 -2.519 0.302
-1.808 2.266 -1.468
0.915 -1.188 -0.576
-0.549 1.331 0.272
0.219 -0.454 -0.143
-0.502 0.886 -0.385
0.088 -0.410 0.389
-0.108 -0.027 0.184
-0.078 -0.156 0.023
0.013 0.849 -0.356
1.179 1.225 0.674
-0.827 -2.503 -0.099
-1.508 -0.832 1.119
1.365 0.475 -0.567
-1.101 -1.900 0.482
0.412 2.192 1.891
-0.984 -0.328 -0.045
0.370 0.372 -1.567
0.212 0.810 -0.601
0.113 -0.467 -0.506
-0.072 -0.556 -0.907
0.574 -0.047 -0.030
0.319 0.791 0.421
0.731 -0.872 -1.169
-0.109 -1.316 0.723
-0.539 1.498 0.222
-0.386 0.191 0.946
0.283 0.662 -0.050
-0.547 -0.413 -0.022
-1.087 0.724 -0.507
0.523 -1.764 -1.963
1.435 0.002 1.701
0.051 -0.342 -0.016
0.239 0.288 -0.376
0.151 -0.245 -0.249
-0.383 1.624 1.330
-0.331 -0.028 -0.574
1.031 -0.195 1.647
-0.233 -1.403 0.247
-1.134 0.917 -1.735
-0.090 1.399 -1.004
0.054 0.073 0.015
-1.190 0.084 0.123
-0.420 -1.015 2.060
-1.232 -0.912 0.916
1.320 -0.173 -0.875
-0.148 -0.282 0.242
-0.345 0.586 -1.126
1.238 0.503 -1.106
0.643 -0.196 0.649
0.446 0.650 -0.181
0.617 0.143 0.674
-0.951 0.982 0.110
0.391 -0.475 -0.505
0.792 -1.921 -2.005
0.914 -0.021 1.953
1.407 -0.469 -1.957
-0.376 0.138 -0.654
-0.809 -0.141 0.998
0.560 1.087 1.295
-0.584 0.641 0.765
0.123 -0.163 -0.265
-0.432 -0.311 -0.031
-0.485 0.275 -0.223
-1.199 -0.134 -0.250
-0.709 0.657 0.306
0.026 0.203 0.116
0.647 -0.844 -0.915
-0.477 0.256 -0.108
-0.720 0.931 0.879
0.438 0.399 0.436
-1.111 -0.353 -2.534
-0.503 0.337 1.291
1.431 -1.435 1.012
0.435 -0.354 0.219
-0.510 0.568 0.014
0.937 -0.538 0.971
0.230 -0.209 -1.160
-0.239 0.387 -0.577
-1.243 0.352 -0.574
0.577 -1.626 3.049
-0.083 0.984 -2.471
1.697 1.018 -0.564
1.153 -0.589 -0.747
-2.530 0.682 -1.477
0.326 -1.079 0.825
0.185 -0.123 -0.188
-1.285 0.647 0.329
-0.504 0.236 0.434
1.340 0.007 0.397
-0.175 0.309 0.212
-0.040 -0.401 0.638
0.636 -0.354 0.199
-2.682 -0.554 0.346
2.533 0.135 -0.323
0.139 -0.045 0.429
0.753 1.209 -2.320
-0.514 -1.605 1.709
-0.322 1.106 -0.371
1.765 0.775 -0.846
-1.458 -0.593 -0.129
-1.932 -0.277 1.430
0.485 0.330 0.375
0.398 -0.294 -0.411
-0.585 -0.490 0.586
0.969 0.484 -0.362
0.539 -0.081 -0.015
-0.440 -0.402 0.295
0.627 0.694 -1.611
-0.272 0.275 0.444
-0.332 -0.236 0.512
0.425 -0.372 0.465
0.314 -0.363 0.307
0.259 -0.476 -0.548
-0.101 0.683 -0.345
-0.851 0.517 1.167
0.437 -0.270 -0.461
-0.492 -0.429 0.399
1.140 -1.260 -0.080
-0.498 0.311 0.762
-1.244 0.632 -1.210
0.840 0.649 0.104
-0.065 -0.271 0.387
0.521 0.595 -0.661
0.153 -0.059 -0.260
-0.279 -0.409 0.396
-0.302 0.148 0.179

Its spin multiplicity is 1. The HOMO-LUMO gap is 8.7 eV. As for the energy: -9171.3052 Ha. As for the strongest force on any atom: 0.0681 Eh/bohr. The LUMO energy comes out at -1.135 eV. As for the SMILES: O=[N+]([O-])c1ccccc1.O=[N+]([O-])c1ccccc1.O=[N+]([O-])c1ccccc1.O=[N+]([O-])c1ccccc1.O=[N+]([O-])c1ccccc1.O=[N+]([O-])c1ccccc1.O=[N+]([O-])c1ccccc1.O=[N+]([O-])c1ccccc1.ClC(Cl)Cl.ClC(Cl)Cl.ClC(Cl)Cl.ClC(Cl)Cl. For the highest occupied orbital energy, the calculation gives -9.8 eV.